{"formula": "C34H32F8N2OP", "method": "ωB97M-V/def2-TZVPD", "species": ["P", "C", "H", "H", "C", "C", "H", "H", "C", "C", "C", "F", "H", "C", "C", "C", "H", "N", "H", "H", "H", "C", "C", "C", "O", "H", "H", "C", "H", "C", "H", "C", "C", "C", "F", "C", "C", "H", "F", "F", "H", "C", "C", "H", "F", "C", "H", "C", "F", "C", "C", "H", "H", "C", "H", "H", "F", "C", "C", "C", "H", "H", "C", "H", "H", "C", "H", "H", "C", "F", "H", "H", "H", "C", "H", "C", "N", "H"], "positions_angstrom": [[2.2827, 0.2135, 0.3595], [-7.7432, 0.5004, 1.8587], [7.0664, 0.7587, 0.1713], [-0.7721, -4.3942, -1.1979], [1.0500, -0.9720, -5.7478], [2.7149, -1.5222, -4.0961], [5.1178, 1.6245, 1.3906], [9.6847, 2.8561, 2.8599], [1.7145, -1.9140, -4.9746], [8.5022, 1.7415, 1.4325], [1.2768, -3.9351, -1.5831], [-1.7693, 2.7464, 1.9990], [-2.9032, 4.9547, 2.7168], [-4.5472, 4.1184, 3.8433], [-2.7312, -0.3542, -0.5102], [0.3206, 0.7537, -1.2221], [-5.0810, 0.8094, 4.2993], [3.9488, 0.0639, -0.0924], [-6.0573, 3.0019, 4.8812], [4.2746, -0.7963, 0.3195], [1.0900, -2.9422, -1.9682], [-7.3198, -0.7516, -0.5506], [0.2456, -4.7508, -1.1457], [7.5840, 3.0411, 3.1987], [2.6634, 1.3351, 1.5905], [2.0396, -7.4487, -0.1683], [-5.6244, 0.5477, -0.7485], [3.0220, -0.1804, -4.0082], [0.8660, 1.1086, -6.2374], [-8.6080, -0.5009, 1.4677], [-0.5203, 0.4546, 0.7809], [2.5677, -4.4138, -1.5090], [-3.3950, 4.0597, 3.0724], [-3.4593, 1.6466, 3.1850], [3.9788, 0.2007, -3.1466], [7.2188, 1.4029, 1.0265], [8.6944, 2.5726, 2.5282], [9.3608, 1.3586, 0.8965], [-7.9534, 1.1137, 3.0458], [-3.7605, -0.7265, -1.3219], [3.8944, -5.9977, -0.9732], [2.3746, 0.7785, -4.7589], [0.5158, -6.0142, -0.6376], [-0.5650, 2.0806, 0.1608], [7.7682, 3.8516, 4.2739], [6.1171, 1.8903, 1.7153], [-0.2939, -6.6425, -0.2919], [-6.6739, 0.8936, 1.0808], [3.5797, -3.6282, -1.9398], [-5.1556, 2.9523, 4.2867], [1.8249, -6.4674, -0.5693], [-9.4317, -0.7821, 2.1098], [1.4519, -2.9612, -5.0508], [-6.4624, 0.2567, -0.1321], [0.0579, 1.4129, -2.0454], [4.0325, -0.0341, -1.0934], [-2.7613, 1.9082, -1.0737], [1.3839, 0.3716, -5.6388], [-4.6073, 1.7200, 3.9590], [2.8661, -5.6648, -1.0114], [-7.1504, -1.2446, -1.4978], [1.9314, 1.2691, 2.1943], [-2.0879, 0.8357, -0.5478], [3.2488, -2.2379, -3.4799], [5.4544, 3.1017, 3.3708], [-8.3906, -1.1264, 0.2482], [0.2175, -0.2768, -1.5764], [2.6406, 1.8196, -4.6429], [-0.6881, 1.0457, -0.1103], [-2.4453, -1.3668, 0.3586], [-9.0615, -1.9099, -0.0768], [-4.9740, 5.0803, 4.0927], [-3.0217, 0.6972, 2.9045], [6.2990, 2.7158, 2.8160], [0.2706, -1.2825, -6.4309], [-2.8740, 2.8211, 2.7564], [1.6931, 1.0688, -0.8659], [-6.0176, 1.6834, 1.4220]], "lowdin_charge": [0.5626, -0.2847, 0.0951, 0.1047, -0.1088, -0.0165, 0.0617, 0.1063, -0.0913, -0.1017, -0.0050, 0.0688, 0.1173, -0.0886, -0.2499, -0.4124, 0.1068, -0.1786, 0.0989, -0.0053, 0.1079, -0.0894, -0.0740, -0.2946, -0.3622, 0.0987, 0.0945, -0.2841, 0.0985, -0.0276, 0.0856, -0.2755, -0.0136, -0.0117, 0.0482, -0.0930, -0.0436, 0.0947, 0.0432, 0.0676, 0.1140, -0.0122, -0.1029, 0.0991, 0.0284, -0.0657, 0.0962, -0.0053, 0.0389, -0.1056, -0.0955, 0.1123, 0.1002, -0.0696, 0.0892, -0.0210, 0.0478, -0.0914, -0.0988, -0.0225, 0.1021, -0.0271, -0.2089, 0.0964, 0.1160, -0.0913, 0.0737, 0.1194, -0.1853, 0.0780, 0.0998, 0.1003, 0.1213, -0.0110, 0.0929, -0.2789, -0.2932, 0.1111], "homo_lumo_gap_ev": 5.727, "homo_ev": -3.3, "e_lumo_ev": 2.44, "total_charge": -1, "total_energy_ha": -2639.84412}